1.
{
  "formula": "C26H61ClN10O8",
  "method": "wB97M-V/def2-TZVPD",
  "e_lumo_ev": 0.2,
  "smiles": "CCCCCCCCCCCCCCCCCCCCOC(=O)OCl.NC(N)=O.NC(N)=O.NC(N)=O.NC(N)=O.NC(N)=O",
  "homo_energy_ha": -0.3505,
  "homo_lumo_gap_ev": 9.72,
  "species": ["O", "N", "C", "H", "H", "H", "H", "H", "Cl", "C", "H", "H", "C", "C", "H", "H", "C", "N", "H", "C", "O", "C", "H", "H", "H", "H", "H", "H", "H", "N", "H", "C", "H", "C", "H", "H", "O", "C", "C", "H", "H", "C", "H", "H", "N", "O", "H", "N", "H", "N", "C", "C", "H", "N", "H", "C", "H", "H", "H", "C", "H", "H", "O", "H", "H", "H", "O", "H", "C", "C", "H", "O", "C", "H", "N", "H", "C", "H", "H", "C", "H", "H", "H", "H", "C", "H", "H", "H", "H", "C", "N", "H", "O", "H", "H", "H", "H", "C", "C", "H", "N", "H", "H", "H", "C", "H"],
  "xyz": [[6.995896, -0.319228, -6.864079], [-7.306083, 3.696031, 0.469348], [0.773054, 0.027505, -2.509168], [-7.317983, 4.431805, 1.149466], [3.382584, 0.546232, -8.142213], [-0.470799, -0.099558, -0.777059], [-3.910885, 3.484656, 3.472987], [-4.729440, -1.027721, 5.004061], [-5.947469, -2.291373, -5.661385], [1.213525, -4.329430, 7.362290], [8.495693, 2.449806, -7.274550], [4.294845, -2.209235, -5.358277], [-0.476529, -0.673605, -4.668211], [1.398195, 1.292894, 1.177037], [-1.403068, 3.851905, 2.815329], [1.700818, 0.545997, -2.760183], [-0.277956, 0.395529, -3.571055], [4.054157, -0.073504, -7.732669], [3.143481, -1.399629, 4.941664], [1.499628, 0.408516, -0.089630], [-4.386333, -1.693151, -5.502119], [-1.025203, -1.910610, 3.462483], [-3.423626, 1.033954, 5.947832], [4.109650, -2.400579, 3.050793], [0.025205, 1.547451, -1.219852], [-0.403802, -1.230598, 2.871933], [-1.968076, -1.991079, 2.916342], [1.806826, 0.698239, 1.999237], [-0.983582, -0.224407, 4.785918], [7.762327, 1.767679, -7.290650], [0.355999, 3.749448, 1.036330], [-2.961957, 2.836776, 1.651500], [-0.017120, 1.840573, 2.683598], [-6.314552, 3.735225, -0.475798], [-4.608026, 2.049020, 2.763834], [-2.935687, -2.514740, 5.276844], [2.525711, -0.700872, -6.180616], [-0.014531, 1.720733, 1.594923], [-1.894728, -0.271987, -6.784708], [-2.206477, 0.993870, 3.337900], [-5.618259, 2.708092, -2.085605], [-0.339397, -3.275496, 3.497254], [-3.665118, 3.382586, 1.026404], [5.516737, -1.689227, 2.340152], [2.121911, -4.390957, 8.382474], [-2.972651, -0.095678, -5.821731], [-4.743391, 1.240576, 4.825773], [9.148971, 0.171007, -6.360417], [0.869804, -6.394802, 7.440846], [-6.332673, 2.709611, -1.382361], [-2.680750, -1.451117, 5.366005], [-1.249021, -1.281010, 4.845590], [0.029297, 1.330185, -4.042751], [0.649874, -5.521960, 7.001713], [-7.012259, 1.974148, -1.374418], [0.365661, 0.519270, -1.110021], [-1.984868, -1.246185, -7.268395], [-1.052805, -4.076592, 3.703102], [-1.238443, 0.597000, -3.089338], [-4.141659, -0.572740, -6.241923], [4.985770, -0.133353, -8.099287], [-2.772221, 1.885378, 1.145373], [0.922959, -3.282689, 6.808249], [0.448141, -3.281450, 4.251010], [-1.866618, 4.638860, 1.311305], [-1.356952, -1.271613, -4.439748], [-5.475311, 4.615816, -0.503562], [-0.260101, 0.934531, -6.125256], [-1.670381, 3.667711, 1.772519], [4.861748, -0.675998, 3.977737], [-0.709018, 0.906454, 1.379070], [5.726467, 0.180968, 3.961241], [-0.545443, -0.117013, -6.098286], [-2.017951, 0.487247, -7.559012], [3.865618, -0.703722, 4.914388], [0.185092, -0.642440, -6.710291], [7.915505, 0.488945, -6.843956], [-8.003266, 2.978486, 0.511623], [-3.744301, -0.837335, 3.572136], [-0.488538, 3.054793, 1.016530], [-0.020210, -5.503023, 6.256018], [5.515970, -1.755860, -6.510379], [2.373116, -5.240157, 8.850224], [3.869043, 0.019022, 5.608319], [-3.765739, -0.649897, 4.648599], [2.549143, -3.530443, 8.667822], [2.056524, 2.160431, 1.098467], [-2.715918, -1.230340, 6.436140], [1.540693, -0.634376, 0.240111], [-3.721830, 0.860495, 4.911294], [4.811301, -1.685646, 3.051320], [9.911800, 0.819145, -6.323037], [-4.868750, -0.123731, -7.079673], [-0.796138, 2.970510, -0.028041], [9.283343, -0.761514, -6.018512], [0.112108, -3.504119, 2.529348], [0.948578, -1.048167, -2.495112], [-3.653590, 2.541798, 2.980528], [3.653307, -0.806443, -6.651297], [-2.165839, 2.294395, 4.503233], [4.583313, -1.657866, -6.143613], [0.394389, -1.328631, -4.627552], [6.854458, 2.035957, -7.620635], [-0.589644, -1.761296, 5.565404], [-2.841902, 1.652667, 3.930871], [2.456630, 0.594264, -0.583408]],
  "atomic_forces_ev_per_a": [[0.21, 0.01, -0.22], [0.02, 0.01, -0.02], [-0.35, 0.57, 0.31], [0.02, 0.02, 0.01], [-0.03, -0.01, 0.01], [-0.23, 0.25, 0.05], [-0.01, -0.01, 0.07], [0.00, -0.03, -0.06], [0.00, -0.07, -0.07], [-0.02, -0.06, 0.02], [0.01, 0.00, 0.02], [-0.01, 0.00, 0.01], [0.63, 0.16, 0.11], [-0.03, -0.45, 0.02], [0.01, -0.08, 0.06], [0.19, -0.34, -0.13], [-0.16, -0.24, -0.15], [0.01, -0.02, -0.08], [-0.02, 0.00, 0.01], [-0.07, -0.02, 0.18], [-0.13, -0.07, 0.31], [0.24, 0.19, -0.14], [0.06, -0.02, 0.01], [-0.03, 0.02, 0.01], [-0.05, 0.05, 0.11], [0.01, -0.02, -0.03], [-0.04, 0.04, -0.01], [0.11, 0.09, 0.01], [-0.03, 0.06, 0.22], [0.02, -0.05, -0.07], [0.00, 0.04, 0.00], [-0.09, 0.10, 0.28], [-0.01, -0.05, 0.02], [-0.01, -0.08, 0.00], [0.01, -0.03, -0.01], [0.03, -0.01, 0.05], [0.11, -0.04, -0.03], [0.24, 0.17, 0.12], [0.27, 0.41, -0.30], [-0.06, -0.17, 0.02], [0.02, 0.01, 0.00], [-0.06, 0.03, -0.20], [-0.07, 0.01, -0.17], [0.01, 0.02, -0.01], [-0.03, 0.01, -0.04], [0.16, -0.31, -0.07], [0.01, 0.08, 0.07], [-0.01, -0.02, -0.05], [0.01, 0.00, 0.02], [0.01, 0.04, 0.02], [0.08, -0.27, -0.26], [-0.36, -0.09, -0.08], [-0.04, 0.06, 0.02], [0.02, 0.03, 0.00], [-0.01, 0.00, 0.01], [0.34, -0.31, -0.37], [-0.17, -0.15, 0.25], [0.06, -0.02, 0.21], [-0.02, 0.03, 0.05], [-0.49, 0.53, -0.53], [0.09, 0.01, 0.10], [0.10, -0.01, 0.01], [0.10, 0.05, 0.00], [-0.02, -0.12, 0.05], [0.05, 0.11, 0.22], [-0.01, -0.08, -0.03], [0.00, 0.02, 0.02], [0.03, 0.03, 0.15], [-0.02, -0.02, -0.51], [-0.09, -0.01, -0.04], [-0.13, 0.04, -0.01], [0.00, -0.03, 0.01], [-0.43, -0.09, -0.03], [-0.05, -0.04, -0.03], [0.00, -0.03, 0.03], [0.04, 0.09, -0.10], [-0.06, 0.03, 0.11], [0.00, -0.02, -0.01], [0.02, 0.00, -0.06], [-0.16, 0.03, 0.10], [-0.01, 0.02, -0.01], [-0.11, 0.28, 0.11], [-0.01, -0.02, 0.00], [0.00, 0.03, -0.01], [-0.15, 0.07, 0.37], [0.00, 0.02, 0.00], [-0.13, 0.12, -0.09], [-0.02, 0.11, 0.00], [0.04, -0.04, -0.08], [-0.10, -0.13, -0.22], [0.03, 0.00, 0.03], [-0.01, 0.02, 0.01], [0.45, -0.27, 0.40], [0.12, -0.11, -0.05], [-0.01, -0.02, 0.00], [-0.03, -0.03, -0.02], [0.12, -0.06, -0.01], [-0.07, -0.19, -0.18], [-0.10, 0.05, 0.02], [0.14, -0.08, -0.09], [-0.08, -0.28, 0.01], [-0.05, -0.09, -0.04], [-0.03, 0.01, 0.04], [0.22, 0.09, 0.03], [0.01, 0.48, 0.22], [0.00, 0.07, -0.01]]
}

---

2.
{
  "formula": "C21H24N4O6S",
  "method": "wB97M-V/def2-TZVPD",
  "e_lumo_ev": 0.3,
  "smiles": "COc1cccc(CNC(=O)CN(C)S(=O)(=O)c2ccc3c(c2)c(=O)n(C)c(=O)n3C)c1",
  "homo_energy_ha": -0.3203,
  "homo_lumo_gap_ev": 9.02,
  "species": ["C", "H", "H", "C", "H", "O", "H", "S", "C", "O", "H", "H", "C", "H", "O", "H", "C", "H", "H", "C", "C", "H", "H", "H", "C", "H", "H", "H", "C", "C", "C", "H", "C", "H", "C", "N", "C", "H", "H", "C", "C", "O", "H", "C", "O", "N", "C", "H", "C", "H", "C", "N", "C", "O", "H", "N"],
  "xyz": [[-0.234026, -3.348076, -2.866160], [1.093903, 0.988832, 3.550461], [0.649097, 0.180374, -3.878713], [0.953911, 1.003628, -1.235144], [-5.316748, -1.931703, -2.768136], [0.879366, -0.766063, 1.929941], [4.680508, 3.769090, -0.627942], [-1.785318, 1.432744, 2.391234], [0.198987, 1.204153, 4.139277], [2.860659, 3.475081, 0.588336], [0.334219, -3.560103, -3.760012], [-2.295882, -2.600927, 0.279199], [-1.690777, -2.817928, -0.586560], [1.411443, -3.715516, -1.550187], [-1.888433, 2.790100, 2.830016], [-1.220664, -3.074316, 2.291013], [-0.754006, 1.359888, 0.928758], [1.303367, -2.781642, 0.807343], [-2.011196, -2.917010, -3.964747], [0.371496, -3.436404, -1.628501], [3.036476, 1.501473, -2.360966], [-0.746256, -1.295674, 4.405636], [2.395460, -0.121847, -4.010184], [-4.334300, -3.177763, -3.576784], [-0.258600, 0.306280, -1.167830], [5.408853, 2.379861, -1.487023], [-0.539072, -0.387242, -1.942076], [0.339816, 0.847276, 5.160901], [-4.303574, -2.227518, -3.034200], [-1.095462, 0.482440, -0.088090], [-0.073251, -1.382627, 2.362910], [0.671196, 2.795311, 1.635115], [0.326806, -3.270903, 0.867873], [-2.027580, -0.054868, -0.013398], [0.408222, 2.088470, 0.864927], [3.322394, 2.398110, -1.352509], [-1.011422, -0.841156, 3.444486], [4.608686, 3.659698, -2.412013], [-2.044259, -1.098211, 3.199373], [-1.566730, -2.984026, -2.984755], [-2.304869, -2.717133, -1.837804], [3.806373, 1.325912, -3.279964], [0.013353, 2.274968, 4.158210], [-0.359606, -3.166781, -0.473939], [-2.989123, 0.695485, 2.124687], [1.836203, 0.822807, -2.274201], [2.523859, 2.671482, -0.253109], [0.480630, -4.326044, 1.120587], [1.270886, 1.913338, -0.214768], [-3.858994, -1.457110, -3.672230], [1.543123, -0.122610, -3.332392], [-0.386685, -2.627598, 1.946113], [4.589766, 3.098211, -1.478581], [-3.612013, -2.351264, -1.814654], [1.401818, -1.122796, -2.921856], [-0.984073, 0.589539, 3.585117]],
  "atomic_forces_ev_per_a": [[0.12, -0.06, 0.14], [-0.03, 0.02, 0.07], [-0.04, -0.04, 0.01], [-0.20, 0.25, 0.52], [0.06, -0.02, -0.07], [0.13, 0.02, 0.08], [0.00, -0.08, -0.11], [-0.13, 0.07, 0.06], [0.41, 0.33, 0.09], [-0.09, 0.02, 0.13], [0.05, -0.01, -0.08], [-0.07, 0.07, 0.13], [-0.06, -0.04, -0.14], [0.15, -0.02, 0.00], [0.40, 0.05, -0.02], [0.02, 0.13, 0.07], [-0.54, 0.07, 0.52], [-0.10, -0.16, 0.01], [-0.08, 0.02, -0.08], [0.00, -0.05, -0.03], [-0.19, -0.13, -0.06], [-0.04, 0.04, -0.09], [-0.18, -0.04, 0.08], [0.02, 0.04, 0.02], [0.08, 0.03, -0.04], [-0.02, 0.06, -0.02], [-0.02, -0.12, -0.11], [-0.03, 0.02, -0.01], [-0.13, 0.02, -0.24], [-0.03, 0.05, -0.05], [0.04, -0.05, 0.23], [0.11, 0.10, 0.07], [0.19, 0.00, 0.05], [-0.09, -0.12, -0.08], [0.23, 0.09, -0.22], [0.17, 0.13, 0.05], [-0.12, -0.11, -0.09], [0.04, -0.03, 0.05], [0.12, -0.27, 0.11], [-0.34, 0.12, -0.11], [0.13, -0.06, 0.09], [0.23, 0.06, -0.10], [0.17, 0.04, 0.18], [-0.11, 0.05, -0.09], [0.21, -0.23, -0.19], [0.13, -0.02, -0.12], [-0.08, -0.02, 0.00], [0.03, 0.13, -0.03], [-0.37, -0.15, 0.17], [0.00, -0.04, 0.02], [0.10, -0.16, -0.27], [-0.19, -0.51, -0.11], [0.29, 0.18, 0.00], [0.22, -0.04, 0.29], [-0.05, 0.05, -0.01], [-0.53, 0.31, -0.69]]
}

---

3.
{
  "formula": "C2H8S2",
  "method": "wB97M-V/def2-TZVPD",
  "e_lumo_ev": [-3.4, -9.1],
  "spin_multiplicity": 2,
  "total_charge": 1,
  "s_squared": 0.754,
  "homo_energy_ha": [-0.4988, -0.4428],
  "homo_lumo_gap_ev": [10.21, 2.97],
  "species": ["H", "H", "H", "H", "H", "H", "H", "H", "C", "S", "S", "C"],
  "xyz": [[1.211477, 3.450402, -0.576683], [-0.375105, -1.099556, -1.703399], [-2.063621, -1.522242, -1.148860], [0.616818, -3.725027, -0.747499], [-0.355215, 2.530148, 2.162419], [1.886191, 3.426874, 0.960855], [2.138868, 2.014022, -0.043800], [-1.270938, -2.553457, -2.372787], [-1.070333, -1.960177, -1.480656], [-0.223074, 2.172327, 0.822493], [-0.027032, -2.619300, -0.173173], [1.439202, 2.731910, 0.327428]],
  "atomic_forces_ev_per_a": [[0.32, -1.54, 1.33], [-1.00, -0.39, -0.48], [1.38, -0.61, 0.26], [-0.73, 1.03, 0.14], [0.57, -0.20, -1.12], [0.70, 0.67, 1.69], [0.07, -0.87, 0.17], [0.48, -0.25, 0.29], [0.02, 1.38, -0.12], [0.28, -0.16, 0.72], [-0.20, -1.04, -0.05], [-1.91, 1.98, -2.82]]
}

---

Quick rundown of ΔE to the lowest compared entry with this formula, charge and spin, same order as above: 0.000 0.000 1.525 eV
Quick rundown of total energy, same order as above: -2637.08266 -1883.35512 -876.98355 Eh